2 unconnected molecules or ions with the total composition C11H19IN6OP at a distorted geometry. Source: OMol25; level of theory: ωB97M-V with the def2-TZVPD basis set.

**Energy**: -1473.0187 Eh
**F_max**: 0.0883 Eh/bohr
**Charge**: +1
**Lowest unoccupied orbital energy**: -4.56 eV
**Molar mass**: 409.2 Da
**HOMO**: -11.9 eV

```
39
Properties=species:S:1:pos:R:3:mulliken_charge:R:1
C -1.2033 2.2285 -1.9535 -1.117
C -2.3018 1.0584 -1.7853 -0.104
C -2.0314 -0.1666 -2.7882 -0.591
C -1.2437 -1.3671 -2.0649 -0.578
N -0.3131 -0.8500 -1.0273 0.109
N 0.6593 -1.7676 -0.6991 0.032
C 1.7977 -2.2400 -1.3993 0.247
N 2.1992 -1.8164 -2.7155 -0.437
N 2.5174 -3.1739 -0.5763 -0.424
N 1.7928 -3.2334 0.5408 -0.194
N 0.7306 -2.4380 0.4747 0.527
P -0.2746 -2.4304 1.9683 0.287
O -0.4639 -4.1020 2.3328 -0.469
I -2.5637 -1.6536 1.5493 0.065
H -0.2594 2.0243 -1.3670 0.266
H -0.9143 2.3098 -3.0439 0.337
H -1.6205 3.2137 -1.5712 0.316
H -2.2792 0.7359 -0.6946 -0.016
H -3.3014 1.5357 -1.9845 0.436
H -1.3964 0.1766 -3.6582 0.300
H -3.0508 -0.5352 -3.1183 0.304
H -0.7359 -1.9583 -2.8864 0.303
H -2.0478 -2.0512 -1.6421 0.225
H 0.1681 -0.0014 -1.3460 0.217
H 2.2225 -2.6507 -3.3138 0.318
H 1.4760 -1.1531 -3.0140 0.302
H -0.5573 -4.5154 1.4451 0.358
C 0.3826 3.2229 2.5274 -0.543
C 1.2864 3.2380 3.5839 -0.435
C 1.9834 2.0827 3.9213 -0.483
C 1.7837 0.9140 3.1954 -0.484
C 0.8828 0.9006 2.1367 0.215
C 0.1787 2.0528 1.8047 -0.395
H -0.1629 4.1227 2.2672 0.394
H 1.4472 4.1508 4.1458 0.376
H 2.6826 2.0934 4.7491 0.378
H 2.3304 0.0141 3.4553 0.388
H 0.7278 -0.0102 1.5697 0.180
H -0.5284 2.0396 0.9821 0.392
```